C36H44CoN2Si as an isolated structure. Source: the OMol25 dataset; level of theory: the ωB97M-V functional and the def2-TZVPD basis.

```
84
C36H44CoN2Si | the OMol25 dataset | the ωB97M-V functional and the def2-TZVPD basis
C 1.329 2.349 1.140
C 1.478 2.030 -0.256
C 0.242 2.516 -0.926
H 2.365 1.696 -0.780
C -0.565 3.127 0.081
C 0.097 3.052 1.330
H -0.253 3.469 2.263
H 2.050 2.139 1.893
H 0.115 2.593 -2.007
H -1.495 3.622 -0.112
Co 0.101 0.796 0.012
C -0.263 -1.050 -2.508
H -0.937 -0.112 -2.372
H -0.673 -1.707 -1.709
H 0.754 -0.769 -2.103
Si 0.512 0.682 -4.175
C 1.810 -0.045 -5.365
C 2.802 0.926 -5.643
H 2.699 1.904 -5.166
C 3.863 0.679 -6.525
H 4.557 1.491 -6.766
C 3.970 -0.579 -7.123
H 4.785 -0.773 -7.828
C 3.044 -1.601 -6.838
H 3.125 -2.589 -7.337
C 1.975 -1.341 -5.942
H 1.238 -2.129 -5.726
C -0.934 1.076 -5.304
C -0.756 1.269 -6.703
H 0.161 0.885 -7.181
C -1.681 2.018 -7.453
H -1.468 2.251 -8.509
C -2.848 2.494 -6.825
H -3.544 3.111 -7.388
C -3.129 2.165 -5.491
H -4.061 2.510 -5.011
C -2.196 1.421 -4.748
H -2.390 1.140 -3.701
H 1.033 1.777 -3.423
H -0.326 -1.673 -3.399
C 4.122 -3.833 3.375
C 2.721 -3.344 3.761
C 1.788 -4.571 3.859
C 2.790 -2.701 5.160
C 2.151 -2.351 2.746
C 2.832 -1.970 1.580
C 2.203 -1.127 0.654
N 0.922 -0.686 0.829
C 0.276 -1.029 2.004
C 0.871 -1.833 2.965
C -1.006 -0.368 2.142
C -1.720 -0.164 3.327
C -2.837 0.668 3.336
C -3.320 1.165 2.103
C -2.581 0.950 0.939
N -1.401 0.290 0.996
C -3.532 1.106 4.624
C -3.526 2.653 4.696
C -4.988 0.616 4.648
C -2.806 0.583 5.868
H 4.481 -4.554 4.123
H 4.821 -2.985 3.345
H 4.098 -4.328 2.394
H 2.195 -5.303 4.573
H 0.778 -4.295 4.186
H 1.708 -5.066 2.884
H 3.453 -1.829 5.132
H 1.802 -2.378 5.509
H 3.202 -3.416 5.888
H 3.857 -2.305 1.387
H 2.732 -0.792 -0.230
H 0.282 -2.051 3.874
H -1.330 -0.653 4.205
H -4.230 1.741 2.048
H -2.903 1.370 -0.023
H -4.082 3.084 3.845
H -4.003 2.988 5.629
H -2.489 3.040 4.678
H -5.010 -0.480 4.607
H -5.470 0.954 5.576
H -5.542 1.019 3.790
H -2.822 -0.509 5.905
H -1.766 0.928 5.911
H -3.308 0.947 6.776
```

Values from the calculation:
Multiplicity ... 4
Highest occupied orbital energy (spin up / spin down) ... -4.8 / -8.1 eV
Orbital gap (spin up / spin down) ... 4.959 / 8.384 eV
Charge ... 0
<S²> ... 3.865

Here are the Löwdin charges for atoms 1 to 4, given in e: atom 1 (C): -0.09, atom 2 (C): -0.25, atom 3 (C): -0.22, atom 4 (H): 0.10



C36H44F6MnN9O5S as an isolated structure. Source: the OMol25 dataset; level of theory: the ωB97M-V functional and the def2-TZVPD basis.

```
102
C36H44F6MnN9O5S | the OMol25 dataset | the ωB97M-V functional and the def2-TZVPD basis
Mn -1.084 0.972 -0.510
C -1.607 3.297 -2.848
N -0.786 2.089 -2.793
C -1.213 1.133 -3.805
C -0.634 -0.234 -3.549
C -0.236 -1.061 -4.586
C 0.190 -2.344 -4.287
C 0.198 -2.750 -2.965
C -0.189 -1.848 -1.993
N -0.594 -0.609 -2.270
C 0.626 2.411 -2.911
C 1.095 3.183 -1.702
C 2.074 4.160 -1.809
C 2.487 4.822 -0.664
C 1.896 4.494 0.544
C 0.922 3.509 0.559
N 0.529 2.857 -0.534
C -2.902 3.120 -2.106
C -4.109 3.590 -2.595
C -5.236 3.490 -1.794
C -5.116 2.931 -0.534
C -3.875 2.457 -0.138
N -2.792 2.542 -0.905
H -1.789 3.617 -3.883
H -1.060 4.103 -2.354
H -0.963 1.475 -4.821
H -2.304 1.054 -3.746
H -0.272 -0.706 -5.606
H 0.511 -3.012 -5.073
H 0.512 -3.744 -2.682
H -0.208 -2.129 -0.951
H 0.846 2.979 -3.828
H 1.182 1.472 -2.979
H 2.497 4.396 -2.775
H 3.247 5.588 -0.718
H 2.171 4.992 1.462
H 0.428 3.219 1.478
H -4.160 4.028 -3.582
H -6.191 3.851 -2.147
H -5.964 2.845 0.128
H -3.733 1.976 0.820
C 6.196 -4.373 -3.494
C 5.258 -4.585 -2.317
S 4.662 -3.025 -1.680
O 5.756 -2.084 -1.638
O 3.461 -2.667 -2.400
C 4.186 -3.353 0.015
C 4.020 -2.055 0.804
N 2.657 -1.524 0.791
C 2.211 -0.452 0.079
N 0.955 -0.149 0.388
C 0.563 -1.059 1.329
C 1.594 -1.906 1.579
N 1.612 -3.019 2.477
O 0.714 -3.079 3.289
O 2.526 -3.823 2.365
C 3.065 0.325 -0.853
H 6.586 -5.338 -3.813
H 7.027 -3.730 -3.218
H 5.674 -3.922 -4.336
H 5.741 -5.120 -1.502
H 4.360 -5.130 -2.606
H 4.960 -3.965 0.473
H 3.262 -3.926 -0.009
H 4.674 -1.281 0.408
H 4.303 -2.232 1.840
H -0.423 -1.083 1.748
H 4.044 0.534 -0.423
H 2.576 1.274 -1.045
H 3.218 -0.210 -1.788
N -1.150 1.473 1.757
C -1.093 0.975 2.802
N -0.984 0.414 3.971
C 0.326 0.264 4.610
C 0.428 1.186 5.814
C -0.750 0.966 6.760
C -2.081 1.143 6.033
C -2.161 0.222 4.826
H 1.093 0.461 3.860
H 0.418 -0.785 4.910
H 0.433 2.225 5.469
H 1.375 1.010 6.325
H -0.688 1.651 7.605
H -0.696 -0.046 7.175
H -2.190 2.180 5.703
H -2.916 0.929 6.700
H -3.051 0.394 4.221
H -2.165 -0.828 5.135
C -4.724 -0.535 1.017
C -3.531 -1.179 0.285
O -2.555 -0.294 -0.020
C -2.982 -2.289 1.213
F -3.893 -3.205 1.563
F -2.528 -1.729 2.360
F -1.941 -2.957 0.683
C -4.071 -1.814 -1.019
F -5.111 -2.639 -0.813
F -3.139 -2.518 -1.678
F -4.489 -0.845 -1.853
H -4.339 0.015 1.875
H -5.456 -1.265 1.359
H -5.218 0.161 0.343
```

Values from the calculation:
Multiplicity ... 6
Highest occupied orbital energy (spin up / spin down) ... -10.9 / -11.1 eV
Orbital gap (spin up / spin down) ... 8.322 / 8.503 eV
Charge ... +1
<S²> ... 8.753

Here are the Löwdin charges for atoms 1 to 4, given in e: atom 1 (Mn): 0.86, atom 2 (C): -0.12, atom 3 (N): -0.20, atom 4 (C): -0.11



C36H45Br2FN8O5S2Sb2W as an isolated structure. Source: the OMol25 dataset; level of theory: the ωB97M-V functional and the def2-TZVPD basis.

```
102
C36H45Br2FN8O5S2Sb2W | the OMol25 dataset | the ωB97M-V functional and the def2-TZVPD basis
W 13.523 13.887 11.868
C 12.059 15.013 8.758
C 13.184 15.925 9.286
C 13.611 17.021 8.559
C 14.511 17.901 9.096
C 15.151 17.544 10.274
C 16.135 18.350 10.902
Br 16.387 20.088 10.373
C 16.857 17.969 12.000
C 16.504 16.668 12.488
Br 17.691 16.136 13.838
C 15.589 15.853 11.970
O 15.310 14.664 12.425
C 14.830 16.338 10.871
N 13.774 15.608 10.468
H 11.491 14.567 9.587
H 12.511 14.178 8.348
H 11.414 15.500 8.008
H 13.271 17.280 7.586
H 14.632 18.915 8.590
H 17.758 18.478 12.458
C 12.796 17.914 12.607
Sb 11.875 15.991 12.911
C 11.601 15.546 15.004
C 9.922 16.505 12.387
C 8.842 15.709 13.109
C 8.073 16.383 14.085
C 7.109 15.662 14.823
C 7.003 14.287 14.550
C 7.778 13.645 13.609
C 8.688 14.377 12.808
C 9.181 13.611 11.535
Sb 11.047 12.409 11.655
C 10.836 10.780 10.209
C 10.743 11.115 13.260
H 12.257 18.693 13.162
H 12.807 18.203 11.583
H 13.899 17.948 12.942
H 10.811 14.783 15.253
H 11.146 16.460 15.387
H 12.515 15.197 15.493
H 9.841 16.479 11.253
H 9.761 17.477 12.670
H 8.224 17.465 14.211
H 6.449 16.037 15.600
H 6.310 13.700 15.063
H 7.588 12.589 13.380
H 9.389 14.360 10.782
H 8.485 12.873 11.145
H 11.121 10.997 9.189
H 9.823 10.431 10.249
H 11.601 10.057 10.629
H 10.373 11.648 14.120
H 11.725 10.585 13.471
H 10.001 10.344 13.011
F 15.545 15.663 17.940
C 14.792 14.645 17.652
C 15.198 13.810 16.629
N 14.544 12.630 16.321
C 14.951 11.888 15.108
C 14.198 12.506 13.901
O 13.313 13.422 13.980
O 14.464 12.199 12.690
C 13.336 12.382 16.931
O 12.628 11.415 16.554
N 12.987 13.227 17.887
C 13.526 14.480 18.267
O 12.935 15.340 18.923
H 16.132 13.996 16.075
H 14.810 10.816 15.068
H 15.977 12.066 15.018
H 11.984 13.143 18.123
S 14.376 12.531 9.949
C 16.106 12.842 9.973
N 17.069 12.199 10.544
C 18.419 12.793 10.560
C 18.300 14.150 9.829
S 16.639 14.103 8.984
H 16.868 11.283 10.955
H 19.057 12.118 10.018
H 18.787 12.985 11.581
H 19.007 14.261 8.980
H 18.441 14.949 10.547
C 17.704 4.574 13.416
C 18.664 5.556 14.113
C 17.903 6.634 14.840
C 19.766 6.131 13.207
N 19.401 7.314 12.421
C 19.916 8.537 12.703
N 19.241 9.403 11.947
N 18.333 8.716 11.241
N 18.360 7.440 11.536
H 17.483 3.798 14.127
H 18.202 4.158 12.569
H 16.800 5.125 13.057
H 19.138 4.900 14.872
H 17.147 7.035 14.096
H 18.507 7.436 15.164
H 17.372 6.098 15.629
H 20.095 5.304 12.555
H 20.542 6.489 13.875
H 20.716 8.738 13.383
```

Values from the calculation:
Multiplicity ... 3
Highest occupied orbital energy (spin up / spin down) ... -12.8 / -13.1 eV
Orbital gap (spin up / spin down) ... 7.045 / 6.814 eV
Charge ... +2
<S²> ... 2.023

Here are the Löwdin charges for atoms 1 to 4, given in e: atom 1 (W): 1.12, atom 2 (C): -0.01, atom 3 (C): -0.26, atom 4 (C): 0.01



C36H45BrFeN8O3S as an isolated structure. Source: the OMol25 dataset; level of theory: the ωB97M-V functional and the def2-TZVPD basis.

```
95
C36H45BrFeN8O3S | the OMol25 dataset | the ωB97M-V functional and the def2-TZVPD basis
Fe 0.129 -0.335 0.077
C -1.546 1.524 -3.420
C -0.489 0.796 -2.641
O -0.585 0.852 -1.395
C 0.596 0.139 -3.305
C 0.859 0.428 -4.666
C 1.934 -0.102 -5.322
C 2.781 -0.982 -4.625
C 2.545 -1.304 -3.315
C 1.443 -0.762 -2.601
O 1.259 -1.143 -1.377
H -2.415 1.662 -2.783
H -1.824 0.994 -4.328
H -1.171 2.511 -3.705
H 0.206 1.110 -5.194
H 2.128 0.144 -6.356
H 3.631 -1.418 -5.135
H 3.184 -2.000 -2.789
C 0.311 -5.105 -2.625
C 0.496 -5.665 -1.221
N 1.135 -4.708 -0.307
C 2.562 -4.872 -0.027
C 3.447 -4.082 -0.978
C 0.427 -3.696 0.193
S 1.173 -2.521 1.215
N -0.896 -3.745 -0.054
C -1.700 -2.725 -0.127
O -1.353 -1.499 -0.277
C -3.161 -2.996 -0.088
C -3.635 -4.227 0.355
C -4.999 -4.463 0.417
C -5.893 -3.474 0.024
C -5.422 -2.248 -0.425
C -4.058 -2.005 -0.476
H -0.242 -5.818 -3.238
H 1.268 -4.911 -3.109
H -0.256 -4.174 -2.591
H 1.125 -6.554 -1.242
H -0.470 -5.939 -0.801
H 2.781 -5.937 -0.096
H 2.744 -4.563 0.998
H 3.299 -4.401 -2.011
H 4.497 -4.229 -0.721
H 3.204 -3.023 -0.901
H -2.926 -4.988 0.650
H -5.367 -5.418 0.768
H -6.958 -3.662 0.068
H -6.119 -1.481 -0.735
H -3.678 -1.052 -0.817
C 2.286 -1.080 4.934
C 2.823 -0.198 3.824
N 1.744 0.161 2.913
C 0.432 -0.123 3.085
N -0.367 -0.034 2.039
C -1.808 -0.123 2.307
C -2.079 -1.228 3.311
C -1.362 -0.872 4.593
N 0.019 -0.482 4.315
C 0.975 -0.490 5.417
H 3.009 -1.139 5.746
H 2.102 -2.088 4.558
H 3.604 -0.718 3.267
H 3.259 0.710 4.249
H 1.974 0.501 1.990
H -2.326 -0.316 1.375
H -2.181 0.837 2.681
H -1.699 -2.173 2.914
H -3.147 -1.337 3.501
H -1.340 -1.717 5.283
H -1.876 -0.046 5.095
H 0.548 -1.092 6.217
H 1.125 0.522 5.808
Br -3.750 1.994 -0.234
C -2.460 3.154 0.549
C -2.760 4.505 0.662
C -1.828 5.305 1.299
C -0.668 4.729 1.797
C -0.477 3.373 1.615
N -1.355 2.590 0.980
H -3.688 4.900 0.277
H -2.014 6.365 1.415
H 0.074 5.320 2.317
H 0.413 2.875 1.988
C 3.938 -0.408 0.203
C 3.218 0.805 -0.261
N 1.964 1.139 0.000
C 1.737 2.342 -0.650
C 2.861 2.732 -1.293
N 3.790 1.748 -1.035
H 3.222 -1.183 0.469
H 4.568 -0.182 1.066
H 4.581 -0.792 -0.590
H 0.778 2.825 -0.626
H 3.080 3.590 -1.903
H 4.734 1.714 -1.382
```

Values from the calculation:
Multiplicity ... 6
Highest occupied orbital energy (spin up / spin down) ... -10.4 / -10.3 eV
Orbital gap (spin up / spin down) ... 8.225 / 7.089 eV
Charge ... +1
<S²> ... 8.760

Here are the Löwdin charges for atoms 1 to 4, given in e: atom 1 (Fe): 0.98, atom 2 (C): 0.01, atom 3 (C): -0.33, atom 4 (O): -0.09